Below is a 11-piece molecular cluster, C34H66F3O32 overall at a distorted geometry, with properties calculated with ωB97M-V/def2-TZVPD.

Each line ends with the Mulliken charge.
Cartesian coordinates (Å):
C -1.195197 0.415052 -1.510354  -0.0388
O -2.204248 -0.511732 -1.970994  -0.2237
O -1.444183 1.650142 -2.113405  -0.9168
C -1.053082 0.464540 0.089698  0.7675
F -2.080961 1.010831 0.751289  -0.2579
F -0.885496 -0.745152 0.616815  -0.2777
F 0.137854 1.078668 0.502056  -0.2953
C -2.104098 -1.020985 -3.341774  -0.3034
C -3.448822 -1.632809 -3.671185  -1.0361
H -3.371065 -2.672544 -3.353379  0.2715
H -4.172678 -1.004602 -3.152073  0.2538
H -3.627334 -1.513381 -4.739815  0.3173
H -1.517009 -1.936855 -3.273918  0.2502
H -1.863244 -0.253825 -4.077696  0.3515
H -0.250245 0.044378 -1.907548  0.1387
C 7.564583 7.406617 6.292059  -0.5738
O 7.105558 6.141568 6.764579  -0.3222
C 5.805786 5.843020 6.883231  0.8187
O 4.856547 6.639731 6.909937  -0.5965
O 5.673517 4.582398 7.043088  -0.2950
C 4.410663 4.022858 7.441841  -0.6371
H 7.185573 7.336860 5.272463  0.2603
H 8.650977 7.453585 6.367230  0.2271
H 7.293447 8.370858 6.721990  0.2849
H 4.384544 2.942059 7.302936  0.2349
H 3.599302 4.426716 6.836282  0.3089
H 4.155519 4.276087 8.470853  0.2900
C 8.562670 -5.728211 4.881561  -0.5729
O 7.380160 -5.356450 5.475658  -0.3037
C 7.001453 -4.060863 5.691399  0.6892
O 6.519421 -3.673849 6.747090  -0.5145
O 7.393810 -3.304357 4.562580  -0.2864
C 7.167607 -1.909694 4.445237  -0.6141
H 9.375280 -5.088345 5.225553  0.3034
H 8.386977 -5.643675 3.809137  0.2502
H 8.868648 -6.744510 5.129763  0.2374
H 6.156706 -1.770550 4.828397  0.2846
H 7.092043 -1.514531 3.432203  0.2550
H 7.852615 -1.331640 5.065503  0.2719
C -1.971609 -7.349628 1.902323  -0.6256
O -1.034919 -8.094577 2.654358  -0.2702
C -1.353952 -8.284594 3.952021  0.7424
O -2.407302 -7.955538 4.522775  -0.5471
O -0.260325 -8.892385 4.556692  -0.2931
C -0.273314 -9.221602 5.925101  -0.5923
H -1.693851 -7.137171 0.869948  0.2398
H -2.116872 -6.345698 2.301229  0.2930
H -2.832220 -8.013090 1.817108  0.2786
H 0.707532 -9.582288 6.234861  0.2080
H -1.017710 -10.014008 6.002930  0.2819
H -0.563246 -8.366946 6.536340  0.2847
C -8.193933 -1.951700 2.013726  -0.6755
O -8.803227 -1.929968 0.709585  -0.3123
C -9.447535 -0.883041 0.226507  0.8348
O -9.552214 0.260106 0.831807  -0.6167
O -9.950297 -1.175228 -0.961672  -0.2875
C -10.766933 -0.158419 -1.566593  -0.6393
H -7.993965 -0.936335 2.356000  0.3224
H -7.337324 -2.621490 2.089191  0.2653
H -8.801965 -2.324068 2.838192  0.2824
H -10.200556 0.718061 -1.881378  0.2857
H -11.537429 0.157865 -0.863461  0.2917
H -11.331812 -0.506483 -2.431393  0.2488
C -12.855377 0.228499 -9.034340  -0.6478
O -12.721496 -1.216125 -8.942198  -0.2839
C -11.500319 -1.740415 -8.969815  0.7453
O -10.459468 -1.261412 -9.396741  -0.5473
O -11.576938 -3.047856 -8.397109  -0.3045
C -10.443673 -3.863388 -8.178365  -0.6074
H -13.923115 0.445427 -9.065759  0.2492
H -12.386848 0.703242 -9.896431  0.2983
H -12.475626 0.779313 -8.173822  0.3050
H -9.464391 -3.423764 -8.367673  0.3251
H -10.580516 -4.776395 -8.757832  0.2358
H -10.559190 -4.187874 -7.144220  0.2322
C -0.833868 9.758292 2.183638  -0.6049
O -0.880648 11.204991 1.979934  -0.3176
C -0.511891 11.833830 0.835965  0.7692
O -0.009806 11.252144 -0.092325  -0.5428
O -0.697930 13.181589 0.969504  -0.3040
C -0.401523 14.135199 -0.068917  -0.5867
H -0.556660 9.513885 3.209068  0.2191
H -0.081456 9.372432 1.495813  0.3230
H -1.785041 9.327622 1.870750  0.2653
H -1.060977 14.077684 -0.934889  0.2667
H 0.640665 13.897710 -0.282340  0.3082
H -0.508856 15.092271 0.441572  0.2046
C 2.274265 -1.781488 -8.743438  -0.6441
O 2.095711 -2.670876 -9.838823  -0.3017
C 0.881963 -3.037337 -10.211858  0.8381
O -0.209493 -2.593421 -9.798680  -0.5865
O 0.984200 -3.999591 -11.139863  -0.3166
C -0.150877 -4.765406 -11.503562  -0.6692
H 1.609265 -0.925920 -8.861271  0.3120
H 3.261481 -1.320646 -8.776727  0.2430
H 2.156328 -2.260832 -7.771633  0.2849
H -1.052477 -4.200935 -11.265652  0.3335
H -0.281423 -5.699881 -10.957841  0.2686
H -0.148382 -4.936839 -12.579991  0.2376
C -3.746711 2.405840 7.415544  -0.6435
O -2.540783 1.717527 7.795060  -0.2619
C -2.685462 0.414571 8.274069  0.7257
O -3.711127 -0.278082 8.344312  -0.5501
O -1.420625 -0.080794 8.571357  -0.2990
C -1.121074 -1.487935 8.791995  -0.6446
H -4.308860 2.769619 8.275636  0.2899
H -4.354936 1.858931 6.695101  0.3006
H -3.446711 3.329738 6.921066  0.2483
H -1.831017 -2.123067 8.262200  0.3050
H -1.021332 -1.745846 9.846337  0.2657
H -0.162621 -1.814908 8.388819  0.2640
C 4.294255 -7.329968 -5.930942  -0.6136
O 3.658472 -7.061026 -4.693861  -0.2965
C 4.303369 -6.332670 -3.676482  0.7620
O 5.445995 -5.872851 -3.801243  -0.5760
O 3.539295 -6.300986 -2.643541  -0.2762
C 3.883231 -5.455208 -1.538675  -0.6235
H 3.634119 -7.833077 -6.637484  0.2332
H 5.202387 -7.890944 -5.710297  0.2838
H 4.674031 -6.464967 -6.474694  0.2828
H 3.095141 -5.555457 -0.792373  0.2215
H 4.126496 -4.434861 -1.835017  0.3020
H 4.803865 -5.865977 -1.124189  0.3004
C 6.805255 6.193879 0.137542  -0.6041
O 7.850139 7.143140 -0.233620  -0.2954
C 9.117415 6.741482 -0.101126  0.7516
O 9.489942 5.616492 0.268515  -0.5605
O 9.954448 7.810399 -0.404268  -0.2921
C 11.333498 7.721444 -0.033531  -0.6425
H 6.860305 5.218342 -0.345570  0.3050
H 5.898499 6.629095 -0.282560  0.2563
H 6.722473 6.023959 1.211028  0.2537
H 11.811236 6.865466 -0.510160  0.2891
H 11.575562 7.682112 1.028526  0.2887
H 11.857597 8.613678 -0.376084  0.2503

Cartesian forces (eV/Å) of the 6 atoms listed first:
C -0.562 4.015 -2.962
O -0.471 -1.143 0.244
O 0.765 -2.137 2.136
C 0.580 -0.028 -1.045
F 0.317 0.398 -0.242
F -0.289 -1.563 0.304

Values from the calculation:
HOMO energy = -3.22 eV
charge = -1